{"formula": "C41H62N2P3SiV", "method": "wB97M-V/def2-TZVPD", "species": ["C", "C", "C", "H", "C", "C", "P", "H", "C", "P", "N", "H", "C", "H", "H", "H", "H", "H", "C", "H", "H", "H", "H", "H", "C", "C", "H", "H", "H", "C", "C", "H", "H", "C", "C", "H", "H", "H", "Si", "H", "C", "H", "H", "C", "H", "H", "H", "C", "H", "H", "H", "C", "C", "H", "C", "C", "V", "H", "C", "C", "H", "H", "H", "C", "C", "H", "H", "H", "H", "P", "H", "H", "H", "C", "C", "H", "C", "C", "H", "C", "C", "H", "H", "H", "C", "C", "C", "H", "C", "H", "C", "H", "C", "H", "H", "C", "H", "C", "N", "H", "H", "H", "H", "H", "H", "C", "H", "H", "H", "C"], "positions_angstrom": [[-2.682000, 1.588000, -1.239200], [-2.086200, 0.169700, 4.503000], [2.182300, 1.445800, -1.631500], [2.584100, 1.141400, 4.063800], [3.032700, -2.738500, -1.572300], [-1.789700, 2.498700, -0.668000], [0.176300, 0.099400, 2.670200], [0.410500, 4.464500, 5.081900], [3.165700, 1.791500, -2.554600], [-2.206000, -0.181700, -1.267500], [-0.286000, -2.975200, -0.384100], [-1.625600, -0.480600, 5.243900], [1.041600, -3.535100, 1.597900], [-4.543500, -0.741500, -1.811000], [0.606900, 5.784100, 2.996500], [-1.578600, -2.327100, 3.398500], [-0.123600, 0.804600, -2.891400], [-5.143400, 3.713500, -2.184000], [-2.145500, 3.840500, -0.636900], [0.847600, -1.665500, -2.978100], [3.518600, -3.363800, -2.320000], [-3.440000, -2.921100, -1.856400], [3.668700, -2.715700, -0.690200], [0.464700, 4.354900, -1.620700], [1.208100, 2.382900, -1.270100], [0.366400, -5.123900, -0.341600], [-2.148900, 0.506500, 2.385000], [0.483900, 4.635900, 0.822400], [-3.165500, 0.045800, 4.584400], [4.978400, -0.074200, -0.294400], [-3.888600, 2.033800, -1.773400], [-4.598600, 1.341700, -2.203400], [2.181600, -2.073100, -4.063600], [2.800000, -1.338200, -2.126800], [2.234000, 3.991500, -2.751200], [1.505800, -1.983000, 5.617300], [5.191500, -1.033900, -0.756500], [3.013700, -0.429100, 3.359600], [-0.120400, 1.821500, -0.006900], [4.212500, 1.358000, 1.897600], [1.841400, -1.366000, -3.309500], [3.037000, -0.201700, 5.110200], [-1.356400, -1.366700, -3.215800], [2.513500, 0.062800, 4.191300], [1.782500, -2.748900, 1.425600], [0.829300, -6.028600, -0.006600], [2.469400, 1.364000, 1.582500], [-3.747200, -2.507300, -0.897100], [1.533200, -4.406300, 2.020500], [-1.283700, -3.147400, -2.168200], [0.303500, -3.164800, 2.307200], [-4.509700, -0.439000, 0.307100], [3.201700, 3.065600, -3.096800], [0.555100, 0.173700, 5.068400], [1.056900, -0.387800, 4.273600], [-3.339200, 4.285200, -1.178200], [-0.085500, -0.538600, 0.171100], [3.758800, -0.934500, -2.464000], [0.398500, 3.974500, 4.120300], [0.486600, 4.713400, 2.953800], [-4.703500, -2.959500, -0.639800], [-3.594500, 5.333000, -1.143500], [3.579000, 2.135600, 0.448500], [3.453200, 1.289400, 1.120800], [1.238400, 3.639900, -1.855300], [-4.708900, 0.627100, 0.225700], [3.915600, 1.081600, -2.868500], [3.982400, 3.328700, -3.794200], [-0.602500, 0.514800, -4.573500], [2.118100, -0.192700, -0.805800], [-2.797900, -0.605400, -5.055300], [2.090300, -3.206600, -1.304300], [-1.858500, 1.206800, 4.738300], [0.240700, 2.690900, 1.657300], [-3.126700, -0.480600, -4.024200], [-3.026300, -2.798100, -0.132900], [-3.884900, -0.989000, -0.972700], [1.025200, -1.864800, 4.648700], [1.774800, -0.384500, -3.773400], [0.310500, 2.593900, 4.062600], [-1.641600, -0.181300, 3.085400], [2.248500, 4.977100, -3.189200], [1.581200, -2.463200, 3.933400], [0.016900, -2.253900, 4.747900], [-0.669600, -5.808800, -2.644400], [0.237600, 1.935800, 2.836400], [-2.035400, -1.612000, 2.718600], [-0.762000, -6.838900, -2.309600], [0.407700, 4.065200, 1.735000], [3.505500, -0.858900, 1.061700], [-4.210900, 3.377800, -1.755700], [-1.715600, -1.840300, 1.693500], [-0.346100, -4.916700, -1.504700], [-1.486500, 4.554700, -0.170200], [-3.857000, -0.597700, 1.160500], [3.597500, -0.021700, 0.354300], [-3.114600, -1.747200, 2.794600], [-1.902500, -0.417700, -3.118500], [-0.709500, -3.616200, -1.486400], [-1.508700, 1.654900, -3.577700], [-3.781100, -1.316000, -3.784100], [5.086000, 0.712400, -1.036200], [-5.454000, -0.944100, 0.504000], [0.292100, 2.058200, 4.999200], [-1.599200, -5.511500, -3.125300], [-0.973500, 0.707700, -3.568500], [0.122100, -5.771600, -3.392700], [5.733100, 0.096100, 0.472200], [-3.690600, 0.446200, -3.968400], [0.375700, -3.886600, 0.321500]], "forces_ev_per_angstrom": [[0.076, -0.124, 0.141], [0.061, 0.099, -0.277], [-0.110, -0.081, -0.078], [0.134, 0.004, -0.079], [0.026, 0.188, 0.012], [0.466, -0.303, 0.283], [-0.839, 0.675, 0.852], [0.073, 0.066, 0.086], [0.042, 0.003, -0.007], [-0.691, 0.560, -0.529], [0.195, 0.944, 0.453], [0.057, -0.045, 0.074], [-0.141, 0.123, -0.050], [0.191, 0.045, 0.033], [0.011, 0.152, 0.011], [0.084, -0.136, -0.048], [0.017, 0.090, -0.128], [-0.092, 0.026, -0.011], [-0.157, 0.222, -0.039], [-0.141, -0.047, -0.029], [0.039, -0.053, -0.052], [0.049, -0.130, -0.087], [0.087, -0.098, 0.127], [-0.108, 0.156, 0.025], [-0.357, -0.310, 0.417], [-0.162, 0.287, -0.011], [0.102, -0.114, 0.135], [0.012, 0.173, -0.110], [-0.085, -0.019, 0.011], [-0.204, -0.155, 0.023], [-0.086, 0.016, -0.122], [-0.027, -0.050, 0.001], [0.028, -0.114, -0.069], [-0.249, 0.129, 0.164], [-0.057, 0.044, 0.004], [0.082, -0.025, 0.107], [0.059, -0.065, -0.088], [0.133, -0.027, -0.070], [0.327, 0.669, -0.114], [0.042, -0.011, 0.096], [0.157, 0.116, 0.045], [0.023, -0.036, 0.032], [0.000, 0.076, 0.011], [-0.159, 0.221, 0.108], [0.073, -0.010, 0.115], [0.059, -0.247, 0.020], [0.084, 0.152, 0.030], [-0.030, 0.162, -0.019], [0.086, 0.010, 0.076], [0.061, 0.047, 0.103], [0.068, -0.015, 0.073], [-0.006, 0.113, -0.150], [0.054, -0.070, -0.040], [0.000, -0.104, -0.215], [0.191, -0.110, -0.425], [0.078, 0.058, 0.030], [-0.569, -2.824, 0.195], [-0.091, 0.029, 0.103], [0.029, -0.036, 0.063], [-0.007, 0.039, 0.002], [-0.089, -0.041, -0.019], [-0.022, 0.126, 0.001], [0.002, 0.094, -0.015], [-0.137, -0.165, 0.042], [0.056, 0.144, -0.060], [-0.012, 0.010, 0.080], [0.051, -0.089, -0.016], [0.055, 0.015, -0.097], [0.046, -0.038, -0.082], [1.212, 0.532, -0.666], [0.025, 0.013, -0.067], [-0.074, -0.086, 0.008], [0.015, 0.025, 0.099], [-0.239, -0.300, -0.463], [0.061, -0.126, 0.222], [0.050, -0.061, 0.003], [0.405, -0.041, 0.207], [-0.172, 0.156, -0.031], [-0.109, 0.035, -0.072], [-0.045, 0.058, 0.056], [0.056, -0.016, -0.156], [0.000, 0.133, -0.050], [0.027, -0.099, -0.043], [-0.113, -0.126, -0.050], [0.018, -0.072, -0.103], [0.158, 0.003, -0.116], [0.045, 0.268, -0.002], [-0.038, -0.004, 0.008], [-0.008, 0.180, 0.105], [0.013, 0.062, -0.037], [-0.055, -0.033, -0.040], [-0.164, -0.263, 0.015], [0.070, 0.272, 0.160], [0.073, 0.155, 0.077], [0.048, -0.018, 0.120], [-0.252, -0.129, 0.116], [-0.020, -0.041, -0.086], [0.198, -0.156, 0.227], [0.049, -0.323, -0.239], [-0.009, 0.086, -0.011], [-0.108, -0.033, -0.010], [0.060, 0.076, -0.079], [-0.068, -0.071, 0.037], [0.018, -0.065, 0.040], [-0.080, -0.031, -0.026], [0.107, -0.133, 0.114], [0.022, -0.005, -0.031], [0.053, 0.014, 0.059], [-0.109, 0.062, -0.049], [-0.059, -0.298, -0.292]], "multiplicity": 2, "total_energy_ev": -107931.4004, "charge": 1, "mol_weight_g_mol": 754.91, "homo_energy_ev": [-9.967, -9.241]}